Arrangement w

24
Properties=species:S:1:pos:R:3:mulliken_charge:R:1 method="wB97M-V/def2-TZVPD" orbital_gap_ev=11.95 total_charge=+2 homo_ev=-18.5971
C -0.531 -1.332 0.813 -0.754
O -1.162 -1.085 -0.426 -0.484
C 0.754 -0.439 0.899 0.102
C 1.471 -0.255 -0.441 -0.620
C 1.254 1.153 -1.040 -0.916
N -0.201 1.489 -1.393 -0.142
N 1.631 -1.337 1.798 -0.385
H -1.152 -0.897 1.646 0.271
H -0.345 -2.405 0.941 0.605
H -1.775 -1.839 -0.655 0.343
H 0.621 0.531 1.395 0.382
H 1.217 -1.014 -1.201 0.367
H 2.558 -0.167 -0.337 0.308
H 1.592 1.118 -2.090 0.411
H 1.803 2.008 -0.669 0.440
H -0.962 1.082 -0.815 0.096
H -0.571 1.109 -2.269 0.445
H -0.486 2.473 -1.445 0.392
H 2.665 -1.235 1.790 0.375
H 1.414 -1.210 2.817 0.402
H 1.505 -2.338 1.641 0.378
H -2.556 1.933 0.683 0.323
H -3.248 0.903 -0.289 0.320
O -2.591 1.602 -0.225 -0.657

Arrangement x

24
Properties=species:S:1:pos:R:3:mulliken_charge:R:1 method="wB97M-V/def2-TZVPD" orbital_gap_ev=10.04 total_charge=+2 homo_ev=-17.9071
C -0.369 -1.416 0.283 -0.993
C 0.421 -0.119 0.557 -0.239
C 1.030 0.548 -0.698 -0.835
C 1.715 2.865 -0.472 -0.089
N 0.812 2.019 -0.727 0.010
N -1.427 -1.711 1.299 -0.120
H -0.841 -1.335 -0.698 0.496
H 0.312 -2.262 0.210 0.371
H -0.224 0.673 0.981 0.304
H 1.198 -0.283 1.294 0.383
H 2.107 0.450 -0.844 0.355
H 0.648 0.061 -1.592 0.445
H 2.779 2.712 -0.272 0.276
H 1.622 3.944 -0.605 0.285
H -0.079 2.391 -1.057 0.314
H -1.999 -0.863 1.225 0.251
H -1.125 -1.823 2.271 0.365
H -1.907 -2.541 0.954 0.396
H -2.511 2.141 2.105 0.321
H -3.401 1.121 1.373 0.325
O -2.455 1.345 1.533 -0.648
H 1.958 -2.374 -2.663 0.318
H 0.685 -3.189 -2.092 0.315
O 1.051 -2.353 -2.366 -0.607

Quick one: least stable of them? arrangement w

Arrangement w

24
Properties=species:S:1:pos:R:3:mulliken_charge:R:1 method="wB97M-V/def2-TZVPD" orbital_gap_ev=6.73 total_charge=0 homo_ev=-6.7498
C 3.209 -0.225 -0.190 -0.414
C 2.821 -0.338 1.087 -0.702
C 1.822 0.069 -1.173 -1.051
C -1.957 -1.094 -0.478 -0.831
C -1.877 -0.236 0.790 -0.726
C -0.467 -1.273 -0.925 -0.524
C -1.401 1.151 0.488 -0.461
C 0.370 -0.051 -0.793 0.635
N -0.077 1.047 -0.080 0.367
N 0.748 2.145 0.227 -0.893
H 1.884 -0.110 1.573 0.136
H 3.502 -0.757 1.813 0.285
H 2.172 1.003 -1.530 0.488
H 1.863 -0.635 -2.104 0.265
H -2.284 -2.050 -0.385 0.436
H -2.702 -0.539 -1.069 0.349
H -2.871 -0.433 1.243 0.335
H -1.212 -0.829 1.324 0.371
H 0.130 -1.928 -0.368 0.366
H -0.569 -1.808 -1.977 0.315
H -2.058 1.634 -0.121 0.367
H -1.180 1.879 1.423 0.277
H 1.362 1.769 0.916 0.292
H 1.265 2.482 -0.594 0.319

Arrangement x

24
Properties=species:S:1:pos:R:3:mulliken_charge:R:1 method="wB97M-V/def2-TZVPD" orbital_gap_ev="7.53 / 7.82" total_charge=0 homo_ev="-8.0432 / -8.4050"
C 0.425 -0.981 2.076 -1.046
C -1.955 0.719 0.020 -1.633
C 0.151 1.722 0.989 -1.782
C -0.480 0.531 0.304 0.783
N -0.104 -0.770 0.740 0.145
H 1.359 -0.443 2.268 0.341
H 0.621 -2.050 2.186 0.365
H -0.322 -0.672 2.809 0.327
H -2.423 -0.193 -0.341 0.355
H -2.464 1.005 0.948 0.420
H -0.007 2.615 0.384 0.423
H 1.226 1.601 1.114 0.418
H -0.300 1.890 1.972 0.399
H -2.118 1.521 -0.703 0.313
C -0.494 -0.296 -2.315 -1.559
C 0.509 0.007 -1.204 1.792
N 1.480 0.881 -1.440 -0.792
C 0.834 -1.225 -0.362 -0.446
C 1.734 -2.130 -0.405 -0.658
H 2.387 0.445 -1.260 0.315
H 0.062 -0.817 -3.097 0.403
H -0.896 0.632 -2.722 0.374
H -1.301 -0.939 -1.976 0.362
H 2.076 -3.054 0.018 0.381

Quick one: least stable of them? arrangement w

Arrangement w

162
Properties=species:S:1:pos:R:3:mulliken_charge:R:1 method="wB97M-V/def2-TZVPD" orbital_gap_ev=5.78 total_charge=0 homo_ev=-5.6635
C 1.106 -6.343 0.143 -1.729
C 1.195 -4.977 0.755 0.347
C 2.610 -4.530 1.123 -1.239
O 2.503 -3.308 1.890 -0.059
C 3.805 -3.089 2.379 -0.882
N 0.508 -4.005 -0.109 0.350
H 1.632 -6.222 -0.804 0.420
H 0.052 -6.614 0.086 0.373
H 1.707 -7.073 0.686 0.446
H 0.648 -4.999 1.698 0.256
H 3.064 -4.331 0.152 0.241
H 3.154 -5.353 1.585 0.649
H 3.829 -2.308 3.139 0.357
H 4.425 -2.626 1.612 0.297
H 4.395 -3.957 2.672 0.447
H 0.631 -3.210 0.501 -0.299
H 1.050 -3.877 -0.952 0.742
C 2.895 2.654 -3.064 -2.258
C 3.263 1.895 -1.731 0.089
C 2.965 2.736 -0.466 1.197
O 3.798 3.871 -0.486 -0.629
C 3.819 4.569 0.745 -0.750
N 2.337 0.760 -1.804 0.007
H 2.971 2.069 -3.981 0.585
H 3.578 3.493 -3.198 0.467
H 1.862 2.995 -2.999 0.483
H 4.298 1.553 -1.744 0.627
H 3.243 2.125 0.392 -0.812
H 1.895 2.941 -0.446 -0.611
H 4.526 5.397 0.690 0.470
H 4.336 4.024 1.535 0.318
H 2.818 4.958 0.931 0.255
H 1.442 1.141 -2.077 -1.739
H 2.698 0.228 -2.582 0.045
C -3.042 -1.107 5.316 -1.353
C -3.497 0.351 5.076 0.551
C -3.811 0.685 3.619 0.005
O -2.805 0.097 2.783 0.114
C -3.085 0.023 1.429 -1.301
N -4.691 0.556 5.904 -0.779
H -2.639 -1.179 6.326 0.452
H -2.200 -1.355 4.669 0.011
H -3.925 -1.703 5.086 0.344
H -2.658 0.853 5.558 0.340
H -3.816 1.766 3.481 -0.433
H -4.787 0.300 3.323 0.391
H -2.233 -0.315 0.837 -2.888
H -3.483 0.959 1.037 -0.121
H -3.856 -0.732 1.275 1.786
H -4.951 1.506 5.679 0.258
H -4.404 0.654 6.868 0.289
C 0.700 -5.436 -3.376 -1.238
C -0.612 -4.622 -3.234 -0.770
C -0.391 -3.099 -2.861 0.875
O 0.664 -2.897 -1.958 -0.690
C 1.027 -1.541 -1.754 0.909
N -1.391 -4.791 -4.504 -0.602
H 1.469 -4.804 -3.820 0.227
H 0.553 -6.354 -3.944 0.553
H 1.041 -5.689 -2.372 -0.048
H -1.095 -5.122 -2.394 0.329
H -1.273 -2.542 -2.545 -1.425
H 0.048 -2.766 -3.801 0.474
H 1.466 -1.081 -2.639 0.154
H 1.844 -1.677 -1.046 -0.245
H 0.247 -0.869 -1.397 0.872
H -1.270 -5.753 -4.789 0.325
H -2.331 -4.612 -4.179 0.294
C -5.513 5.074 1.207 -1.594
C -3.943 5.060 0.942 0.309
C -3.392 3.818 1.666 -0.030
O -1.980 3.892 1.573 -0.460
C -1.485 2.539 1.633 -0.129
N -3.813 4.963 -0.449 -0.832
H -5.959 5.772 0.499 0.425
H -5.850 5.461 2.169 0.379
H -5.998 4.118 1.011 0.339
H -3.451 5.875 1.472 0.344
H -3.864 2.921 1.265 -0.013
H -3.552 3.821 2.744 0.518
H -1.670 2.087 2.607 0.858
H -0.401 2.652 1.637 -2.158
H -1.810 1.765 0.937 0.961
H -4.284 4.171 -0.862 0.239
H -2.903 4.652 -0.756 0.597
C -3.011 -0.615 -5.564 -1.754
C -1.720 -0.806 -4.763 0.307
C -0.696 0.304 -4.741 -0.189
O 0.503 -0.281 -4.273 -0.347
C 1.245 0.628 -3.560 -0.936
N -2.203 -1.069 -3.423 -0.459
H -2.814 -0.243 -6.569 0.431
H -3.520 0.235 -5.110 0.418
H -3.718 -1.444 -5.566 0.359
H -1.261 -1.745 -5.072 0.224
H -1.022 1.180 -4.180 -0.010
H -0.478 0.653 -5.750 0.469
H 2.182 0.092 -3.405 1.119
H 0.873 0.923 -2.579 0.064
H 1.462 1.516 -4.154 1.275
H -2.635 -1.976 -3.321 0.541
H -1.355 -1.150 -2.880 -1.225
C 0.513 0.898 -0.001 0.231
C -0.505 -0.049 0.633 0.800
O -0.248 -1.445 0.204 -0.645
O 1.899 0.657 0.275 0.442
H 0.142 1.918 0.097 0.408
H 0.326 0.638 -1.043 0.306
H -1.469 0.311 0.272 -1.316
H -0.534 0.017 1.720 0.313
H 0.559 -1.739 0.632 1.733
H 2.364 0.723 -0.562 1.320
C -2.114 -2.479 -0.285 0.095
C -2.909 -1.271 -0.784 -0.992
O -4.118 -1.104 -0.060 -0.557
O -2.795 -3.760 -0.400 -0.609
H -1.917 -2.306 0.773 0.655
H -1.208 -2.489 -0.890 0.209
H -3.116 -1.443 -1.840 0.786
H -2.437 -0.306 -0.605 0.576
H -4.519 -1.976 -0.069 0.525
H -3.465 -3.749 0.287 0.551
C -1.038 4.433 -1.443 -1.296
C 0.149 3.554 -0.851 -0.701
O 0.379 2.425 -1.735 0.716
O -2.247 3.765 -1.160 -0.492
H -0.927 4.625 -2.510 0.174
H -1.162 5.361 -0.885 0.544
H -0.035 3.230 0.173 0.504
H 1.045 4.173 -0.808 0.483
H -0.469 2.167 -2.103 -0.338
H -2.270 2.978 -1.710 0.267
C 1.898 -0.452 3.062 -0.364
C 0.939 -1.697 2.931 -0.741
O 0.893 -2.273 1.605 -1.030
O 1.384 0.585 2.301 -0.529
H 2.895 -0.686 2.691 0.085
H 2.021 -0.240 4.124 0.525
H -0.094 -1.507 3.224 0.034
H 1.236 -2.480 3.629 0.666
H 1.588 -2.933 1.551 1.078
H 1.531 0.465 1.360 -1.334
C 2.742 2.413 2.608 0.365
C 1.420 3.184 2.336 -0.357
O 0.382 2.235 2.087 -0.307
O 2.712 1.909 3.937 -0.654
H 3.661 2.988 2.500 -0.109
H 2.803 1.595 1.889 0.182
H 1.406 3.743 1.400 -0.251
H 1.192 3.826 3.187 0.732
H 0.659 1.318 2.152 1.800
H 3.499 1.364 4.015 0.509
C 3.981 -1.022 0.242 -0.339
C 5.032 0.017 0.616 -1.008
O 5.648 -0.278 1.852 -0.541
O 3.501 -0.892 -1.130 -0.634
H 3.131 -0.957 0.923 -0.337
H 4.429 -2.016 0.261 1.454
H 4.515 0.975 0.659 -0.031
H 5.757 0.203 -0.177 0.580
H 6.596 -0.149 1.778 0.376
H 2.928 -0.132 -1.249 -0.676

Arrangement x

162
Properties=species:S:1:pos:R:3:mulliken_charge:R:1 method="wB97M-V/def2-TZVPD" orbital_gap_ev=9.02 smiles=COC[C@H](C)N.COC[C@H](C)N.COC[C@H](C)N.COC[C@H](C)N.COC[C@H](C)N.COC[C@H](C)N.OCCO.OCCO.OCCO.OCCO.OCCO.OCCO total_charge=0 homo_ev=-8.9524
C 0.439 -6.302 1.904 -0.873
C -0.155 -4.898 1.512 0.425
O 0.677 -3.882 1.955 -0.233
O 0.500 -6.402 3.311 -0.529
H 1.442 -6.523 1.541 0.270
H -0.062 -7.143 1.424 0.492
H -1.096 -4.863 2.060 0.074
H -0.355 -4.808 0.444 0.049
H 0.727 -4.091 2.891 0.035
H -0.144 -7.051 3.604 0.313
C -1.830 -3.349 -3.183 -0.456
C -3.059 -2.482 -2.892 0.073
O -4.090 -3.292 -2.509 -0.556
O -1.425 -4.221 -2.217 -0.373
H -0.875 -2.888 -3.435 0.092
H -2.084 -3.841 -4.122 0.367
H -3.291 -1.777 -3.690 0.150
H -2.891 -1.924 -1.971 0.213
H -3.722 -3.959 -1.925 0.357
H -2.198 -4.597 -1.791 0.234
C 2.402 -1.261 5.468 -0.490
C 1.115 -1.676 4.730 0.309
O 0.002 -1.121 5.498 -0.524
O 2.652 -2.200 6.499 -0.606
H 2.308 -0.361 6.075 0.337
H 3.305 -1.103 4.878 0.296
H 1.080 -2.727 4.443 0.238
H 1.215 -1.031 3.857 -0.130
H -0.192 -1.619 6.295 0.264
H 2.051 -2.152 7.246 0.307
C -0.879 2.023 3.830 0.265
C -0.907 3.371 2.940 -0.711
O 0.043 3.178 1.940 -0.188
O 0.406 1.836 4.536 -0.493
H -1.039 1.105 3.264 -0.255
H -1.540 2.109 4.692 0.505
H -0.561 4.197 3.561 0.347
H -1.801 3.741 2.438 0.348
H 0.930 3.078 2.293 0.263
H 0.262 1.180 5.223 0.219
C 0.551 -0.504 -0.305 0.320
C -0.942 -0.540 -0.326 2.965
O -1.387 0.723 -0.054 0.505
O 1.025 -0.877 0.929 0.308
H 0.926 0.511 -0.430 -0.728
H 0.912 -1.111 -1.135 -0.044
H -1.514 -1.289 0.220 -1.580
H -1.315 -0.781 -1.322 -1.517
H -1.041 1.182 0.715 -0.390
H 1.156 -1.822 1.033 -0.106
C -1.789 4.496 -2.131 -0.343
C -2.892 5.393 -1.560 -0.373
O -4.049 5.085 -2.345 -0.644
O -2.003 3.143 -1.774 0.163
H -0.781 4.731 -1.789 0.276
H -1.591 4.664 -3.189 0.239
H -2.780 6.476 -1.522 0.375
H -3.073 4.922 -0.594 0.171
H -4.162 4.132 -2.350 0.424
H -1.194 2.640 -1.650 -0.170
C 5.545 5.608 2.589 -1.780
C 4.354 4.700 2.219 1.727
C 3.739 3.841 3.275 -1.169
O 2.759 2.980 2.765 0.020
C 3.340 1.736 2.451 -0.689
N 3.366 5.687 1.739 -0.728
H 5.318 6.324 3.379 0.372
H 6.004 6.169 1.776 0.381
H 6.322 4.946 2.972 0.414
H 4.782 4.137 1.390 -0.417
H 3.205 4.455 4.000 0.306
H 4.597 3.380 3.764 0.413
H 4.039 1.448 3.236 0.406
H 3.941 1.627 1.548 0.123
H 2.586 0.957 2.330 0.024
H 3.523 5.969 0.782 0.402
H 2.563 5.116 1.516 -0.013
C 5.370 1.943 -3.525 -1.402
C 5.534 3.203 -2.559 0.373
C 4.445 3.254 -1.367 -0.080
O 3.105 3.364 -1.884 -0.467
C 2.194 3.158 -0.848 0.457
N 6.925 3.461 -2.217 -0.776
H 5.779 2.175 -4.509 0.422
H 4.294 1.772 -3.485 0.257
H 5.882 1.090 -3.079 0.400
H 5.479 4.118 -3.148 0.383
H 4.740 4.066 -0.701 -0.068
H 4.455 2.345 -0.765 -0.023
H 1.243 3.305 -1.360 0.107
H 2.157 3.975 -0.129 -0.030
H 2.244 2.115 -0.535 -0.253
H 7.375 3.035 -3.014 0.266
H 7.121 4.450 -2.174 0.288
C -5.826 0.105 -2.576 -1.381
C -5.604 1.445 -1.750 0.821
C -5.034 1.147 -0.406 -0.459
O -5.864 0.442 0.460 -0.385
C -6.815 1.280 1.055 -0.817
N -4.701 2.292 -2.522 -0.650
H -6.292 0.300 -3.542 0.457
H -6.366 -0.670 -2.031 0.392
H -4.900 -0.350 -2.927 0.210
H -6.463 2.115 -1.714 0.303
H -4.590 2.078 -0.052 0.560
H -4.236 0.405 -0.419 -0.117
H -6.159 2.055 1.451 0.384
H -7.293 0.711 1.853 0.280
H -7.576 1.677 0.384 0.236
H -4.635 1.921 -3.459 0.166
H -3.793 2.212 -2.087 0.104
C 0.253 -0.055 -8.141 -1.633
C 0.091 0.232 -6.637 0.637
C -1.029 -0.527 -5.825 -1.163
O -1.114 -0.314 -4.459 0.285
C -2.076 0.688 -4.025 -0.744
N 1.384 0.088 -5.925 -0.747
H 0.383 -1.123 -8.319 0.322
H 1.131 0.458 -8.534 0.402
H -0.498 0.312 -8.840 0.382
H -0.093 1.305 -6.575 0.300
H -0.740 -1.578 -5.807 0.341
H -1.954 -0.472 -6.401 0.402
H -2.442 0.632 -3.000 -0.089
H -3.015 0.481 -4.537 0.400
H -1.625 1.652 -4.264 0.336
H 1.078 0.253 -4.976 0.267
H 1.430 -0.920 -5.891 0.269
C 4.365 -1.294 -0.811 -0.911
C 4.433 -2.630 -1.569 0.219
C 3.108 -3.422 -1.499 -0.149
O 3.398 -4.753 -1.886 -0.457
C 2.291 -5.530 -2.265 -0.585
N 4.939 -2.673 -2.957 -0.778
H 3.469 -0.676 -0.769 -0.149
H 5.005 -0.561 -1.302 0.335
H 4.695 -1.413 0.221 0.404
H 5.249 -3.196 -1.119 0.313
H 2.293 -3.074 -2.133 0.343
H 2.870 -3.531 -0.441 0.182
H 1.423 -5.524 -1.606 0.062
H 2.591 -6.576 -2.326 0.327
H 1.914 -5.279 -3.256 0.327
H 5.050 -3.653 -3.173 0.352
H 4.162 -2.422 -3.552 0.218
C -5.762 -3.029 5.326 -1.397
C -4.369 -3.517 5.603 0.411
C -3.326 -2.741 4.745 -0.407
O -3.332 -3.036 3.341 -0.575
C -2.401 -2.215 2.620 -0.487
N -4.202 -3.287 7.020 -0.781
H -5.903 -2.003 5.666 0.336
H -6.549 -3.508 5.909 0.402
H -6.004 -3.139 4.269 0.311
H -4.246 -4.599 5.571 0.336
H -2.305 -3.043 4.981 0.153
H -3.419 -1.660 4.850 0.259
H -2.549 -1.151 2.805 0.603
H -2.737 -2.256 1.583 0.097
H -1.369 -2.560 2.677 0.156
H -4.308 -2.292 7.158 0.295
H -3.233 -3.390 7.286 0.248

Quick one: least stable of them? arrangement w

Arrangement w

7
Properties=species:S:1:pos:R:3:mulliken_charge:R:1 method="wB97M-V/def2-TZVPD" orbital_gap_ev=11.51 smiles="O=[N+]([O-])C(F)F" total_charge=0 homo_ev=-11.4683
C 0.068 0.046 -0.736 0.302
N -0.166 -0.012 0.914 0.819
O -0.064 -1.002 1.558 -0.493
O -0.491 1.078 1.344 -0.517
F 0.950 -1.010 -0.866 -0.227
F 0.641 1.145 -1.127 -0.162
H -0.937 -0.245 -1.088 0.277

Arrangement x

7
Properties=species:S:1:pos:R:3:mulliken_charge:R:1 method="wB97M-V/def2-TZVPD" orbital_gap_ev=12.18 smiles="O=CON(F)F" total_charge=0 homo_ev=-11.4372
C -0.726 0.518 0.843 0.236
N 0.395 -0.376 -0.909 0.250
O -1.203 0.684 1.912 -0.414
O 0.072 -0.538 0.601 -0.231
F 0.505 -1.607 -1.496 -0.135
F 1.630 0.098 -0.992 -0.096
H -0.673 1.221 0.041 0.391

Quick one: least stable of them? arrangement x